Entry 1:
C4H7ClN2O | the ωB97M-V functional and the def2-TZVPD basis

Geometry as XYZ:
```
15
Properties=species:S:1:pos:R:3
H -0.68 0.42 1.54
H -1.50 1.54 -1.13
C 0.21 0.64 -0.23
N 2.21 -0.58 -0.39
N 0.62 -1.61 0.54
C -1.28 0.81 -0.28
H -0.37 -1.70 0.91
H 2.55 1.07 0.74
H -0.38 2.51 1.16
H 2.61 -1.42 0.28
C 0.93 -0.46 0.12
O 3.08 0.58 -0.31
C -0.64 1.39 0.88
Cl -2.51 -0.42 -0.24
H 0.70 1.22 -0.98
```

Its highest occupied orbital energy is -0.333 Eh. The energy relative to the best compared isomer or geometry (same formula, charge and spin) comes out at 137.8 kcal per mole. Its electronic energy is -21805.665 eV.



Entry 2:
C4H7ClN3 | the ωB97M-V functional and the def2-TZVPD basis

Geometry as XYZ:
```
15
Properties=species:S:1:pos:R:3
H 0.92 2.51 0.72
H 1.16 -2.26 0.59
C 0.69 -0.17 -1.31
H 0.13 0.29 -2.14
Cl -2.93 -0.33 -0.21
N -0.17 -1.07 -0.49
H -0.40 -2.23 1.26
N 1.26 0.94 -0.50
C -0.91 1.31 0.53
N 0.39 -1.52 0.75
H -1.46 2.22 0.87
H 1.60 -0.81 -1.78
H 0.64 -0.74 1.35
C 0.54 1.59 0.37
C -1.47 0.26 0.00
```

Its highest occupied orbital energy is -0.506 Eh. The total charge is +1. The energy relative to the best compared isomer or geometry (same formula, charge and spin) comes out at 99.6 kcal per mole. Its electronic energy is -21242.551 eV.



Entry 3:
C4H7ClO | the ωB97M-V functional and the def2-TZVPD basis

Geometry as XYZ:
```
13
Properties=species:S:1:pos:R:3
H 1.64 0.70 1.39
H 0.99 -0.91 1.46
H 0.29 2.38 0.29
H -0.81 1.89 -1.06
H -2.20 -0.50 0.60
H -1.09 -0.58 -1.63
C 0.10 0.27 -0.07
Cl 2.65 -0.68 -0.28
O -1.70 -1.30 0.30
C -0.16 1.56 -0.28
H -0.18 -1.83 -0.78
C 1.26 -0.09 0.75
C -0.77 -0.91 -0.69
```

Its highest occupied orbital energy is -0.373 Eh. As for the structure (SMILES): C=C(CO)CCl. The energy relative to the best compared isomer or geometry (same formula, charge and spin) comes out at 30.0 kcal per mole. Its electronic energy is -18830.226 eV.



Entry 4:
C4H7ClO | the ωB97M-V functional and the def2-TZVPD basis

Geometry as XYZ:
```
13
Properties=species:S:1:pos:R:3
H 0.99 -1.97 -1.09
C 1.25 -0.11 -0.09
H 2.73 -1.35 -0.94
H -1.60 0.82 -1.61
O -1.16 1.41 -1.08
C 1.62 -1.18 -0.69
Cl -1.76 -1.62 -0.17
H -0.85 1.71 0.87
C -1.43 0.98 0.25
H 1.84 0.76 0.27
H -0.63 -0.66 1.69
C -0.91 -0.42 0.57
H -2.48 1.11 0.42
```

Its highest occupied orbital energy is -0.324 Eh. The energy relative to the best compared isomer or geometry (same formula, charge and spin) comes out at 100.0 kcal per mole. Its electronic energy is -18827.190 eV.